21
Properties=species:S:1:pos:R:3 method="wB97M-V/def2-TZVPD" energy_ha=-274.94328 smiles=CCCCC.C#C molar_mass_g_mol=98.19 relative_energy_ev=4.707 homo_lumo_gap_ev=11.55
C -2.553 0.051 -0.315
C -1.429 -0.287 0.643
C -0.222 -0.652 -0.218
C 0.871 -1.079 0.589
C 2.115 -1.312 -0.376
H -2.248 0.978 -1.026
H -2.720 -0.687 -1.109
H -3.473 0.432 0.163
H -1.802 -1.215 1.037
H -1.423 0.533 1.434
H -0.272 -1.339 -1.071
H 0.155 0.294 -0.626
H 0.604 -2.003 1.214
H 1.360 -0.256 1.067
H 2.220 -0.383 -1.086
H 3.080 -1.168 0.335
H 2.154 -2.350 -0.716
C 0.329 2.927 -0.005
C 1.482 2.462 0.170
H -0.768 2.765 -0.206
H 2.541 2.290 0.101